Record 1
This record from the Open Molecules 2025 dataset describes 10 unconnected molecules or ions with the total composition C25H75N9O10. The level of theory is ωB97M-V with the def2-TZVPD basis set.

Values from the calculation:
Energy above the lowest of the compared OMol25 structures with the same formula, charge and spin   4.651 eV
E_LUMO   0.1 eV

The geometry in XYZ format:
```
119
C25H75N9O10 (ωB97M-V with the def2-TZVPD basis set)
C 4.90716 -1.02438 2.67998
O 5.66084 -0.02965 3.29866
H 3.85493 -0.75251 2.76353
H 5.09410 -1.05072 1.60645
H 5.11251 -2.02733 3.05417
H 6.59247 0.02205 3.07284
C 0.45514 -0.82800 -6.30041
O 1.27113 0.27833 -5.75018
H -0.55979 -0.72685 -5.91597
H 0.46492 -0.72077 -7.38508
H 0.77061 -1.84925 -6.08679
H 1.28911 0.16780 -4.79675
C 0.91424 -8.48963 1.23758
O -0.16977 -7.58127 1.24113
H 1.48395 -8.77954 0.35469
H 1.52496 -8.34528 2.12881
H 0.36229 -9.42081 1.36545
H -0.90054 -7.85109 0.68008
C 0.06041 -2.18437 -0.34129
O 0.31068 -1.10201 -0.89350
N -1.08084 -2.62377 0.14367
N 0.88914 -3.13833 -0.10011
H -1.96628 -2.14411 0.06612
H -0.98078 -3.44272 0.72625
H 0.55640 -4.01999 0.26329
H 1.84841 -2.92736 -0.33547
C -4.15146 2.20987 -1.79555
O -4.54840 1.12768 -1.34187
N -2.91714 2.50353 -2.03194
N -4.92931 3.15095 -2.29876
H -2.28873 1.74473 -1.80962
H -2.78284 3.32208 -2.60816
H -4.58169 3.92395 -2.84808
H -5.89462 2.86171 -2.36669
C -8.27977 -4.47205 0.17666
C -8.00588 -3.69789 1.50460
C -6.71649 -4.14238 2.23716
O -6.90403 -5.43412 2.66021
C -5.76783 -5.88491 3.49991
N -8.02047 -2.23938 1.16676
H -9.10000 -4.07618 -0.42217
H -8.40612 -5.54526 0.31932
H -7.38308 -4.30787 -0.42092
H -8.87003 -3.85837 2.14926
H -6.46768 -3.47718 3.06403
H -5.84421 -4.08956 1.58568
H -4.86790 -5.99725 2.89526
H -5.90690 -6.80023 4.07519
H -5.37024 -5.07430 4.11060
H -7.20262 -2.02975 0.61243
H -7.75189 -1.72546 1.99372
C -8.83773 2.48779 4.67341
C -7.69569 3.01984 5.55309
C -6.28785 3.08368 5.00640
O -5.87739 1.72205 4.68926
C -4.54530 1.59462 4.16861
N -8.14231 4.34912 5.86713
H -9.80580 2.92984 4.90905
H -8.94009 1.41222 4.81752
H -8.58194 2.75230 3.64740
H -7.68144 2.38351 6.43795
H -5.66941 3.50792 5.79738
H -6.35507 3.72324 4.12632
H -4.39031 0.56924 3.83295
H -3.76999 1.78800 4.90996
H -4.44620 2.26161 3.31222
H -8.19438 4.90757 5.02718
H -7.33398 4.75066 6.32041
C 6.88093 -5.15575 -4.30428
C 6.49663 -3.71147 -4.45523
C 5.45453 -3.57168 -5.60618
O 5.81790 -4.35629 -6.76831
C 4.72326 -4.51644 -7.68237
N 6.13159 -3.05912 -3.19997
H 5.93025 -5.58895 -3.99342
H 7.58325 -5.41348 -3.51156
H 7.20371 -5.54654 -5.26927
H 7.37102 -3.17321 -4.82100
H 5.26020 -2.50616 -5.72871
H 4.60624 -4.05268 -5.11920
H 3.86073 -5.04312 -7.27406
H 5.10154 -5.01248 -8.57622
H 4.33526 -3.56411 -8.04380
H 6.95314 -2.93568 -2.62558
H 5.96585 -2.11331 -3.51312
C 7.20384 3.15846 -1.16962
C 7.03221 2.99390 -2.68332
C 8.34915 2.50544 -3.35438
O 9.42163 3.44033 -3.11433
C 10.44920 3.32152 -4.01902
N 5.95411 2.08505 -2.90294
H 7.81601 2.42437 -0.64573
H 6.25846 3.26014 -0.63669
H 7.75822 4.09357 -1.09010
H 6.62972 3.92555 -3.08098
H 8.04681 2.45054 -4.40017
H 8.59950 1.47210 -3.11428
H 11.16389 4.06510 -3.66630
H 10.23341 3.50328 -5.07187
H 10.88418 2.32461 -3.94774
H 5.67786 2.10160 -3.87428
H 5.23303 2.53265 -2.35540
C -2.04899 6.95676 3.35508
C -0.54545 7.20693 3.57050
C 0.38408 6.04945 3.20009
O -0.01207 4.89291 3.89336
C 0.89014 3.78341 3.67001
N -0.29919 8.41336 2.73588
H -2.75989 7.64714 3.80908
H -2.34838 5.95478 3.66244
H -2.25070 7.09479 2.29284
H -0.45832 7.57821 4.59161
H 1.32466 6.45700 3.57061
H 0.52549 5.90334 2.12922
H 0.67147 3.29780 2.71897
H 0.79959 3.11919 4.52950
H 1.93297 4.08347 3.56727
H -1.03491 8.35149 2.04668
H 0.59084 8.22769 2.29602
```

=====

Record 2
This record from the Open Molecules 2025 dataset describes 15 unconnected molecules or ions with the total composition C36H107N5O15. The level of theory is ωB97M-V with the def2-TZVPD basis set.

Values from the calculation:
Energy above the lowest of the compared OMol25 structures with the same formula, charge and spin   0.000 eV
E_LUMO   0.3 eV

The geometry in XYZ format:
```
163
C36H107N5O15 (ωB97M-V with the def2-TZVPD basis set)
C -2.99996 -1.15466 1.36437
C -4.35870 -1.82211 1.60321
C -4.46043 -3.18548 1.04884
O -3.47829 -4.08306 1.67508
C -3.74296 -5.46293 1.46684
N -4.64506 -1.84199 3.06710
H -2.24084 -1.59086 2.01362
H -3.00608 -0.08803 1.58874
H -2.59185 -1.19741 0.35455
H -5.05577 -1.21754 1.02295
H -4.18576 -3.24547 -0.00428
H -5.46424 -3.55374 1.26063
H -2.79943 -5.97127 1.66545
H -3.88282 -5.55026 0.38938
H -4.56384 -5.81086 2.09390
H -4.15233 -2.65610 3.40556
H -5.60220 -2.16289 3.09897
C 5.76270 -2.11824 -0.41076
C 6.62764 -1.53327 0.70469
C 7.95868 -0.88462 0.21861
O 8.69952 -0.39321 1.34662
C 9.01860 1.00838 1.10387
N 5.74332 -0.60920 1.44206
H 6.25317 -2.98662 -0.85060
H 5.45219 -1.39876 -1.16841
H 4.80142 -2.46183 -0.02866
H 6.97648 -2.38258 1.29214
H 7.76944 -0.12209 -0.53693
H 8.56168 -1.65878 -0.25592
H 9.56377 1.31110 1.99788
H 8.11901 1.62166 1.05152
H 9.65131 1.20369 0.23806
H 6.24783 -0.13356 2.17644
H 5.69415 0.19665 0.83520
C 0.04452 0.11326 -5.63886
C -0.45341 -0.85311 -4.56312
C -1.94149 -0.59007 -4.17985
O -2.17151 0.77287 -3.85966
C -3.51494 1.19844 -3.59142
N -0.14561 -2.24786 -4.94041
H -0.47105 -0.09040 -6.57738
H 1.11639 0.02385 -5.81547
H -0.16080 1.13678 -5.32521
H 0.11278 -0.59663 -3.66773
H -2.19469 -1.22963 -3.33430
H -2.58178 -0.84785 -5.02346
H -3.69405 1.04003 -2.52798
H -4.20622 0.55432 -4.13490
H -3.70456 2.24965 -3.80844
H 0.86008 -2.28018 -5.02787
H -0.34359 -2.83186 -4.14050
C -1.43768 2.21274 -0.59776
C -0.09599 1.73154 -1.08918
C 0.14823 0.22357 -0.86074
O 1.48389 -0.10585 -1.20633
C 1.73907 -1.48589 -0.98520
N 0.05516 2.08071 -2.49526
H -2.41466 1.99439 -1.02897
H -1.38849 3.26834 -0.86491
H -1.56913 2.12591 0.48079
H 0.70091 2.21228 -0.52178
H -0.59108 -0.37758 -1.39004
H -0.03899 0.00723 0.19105
H 1.31538 -2.12695 -1.75827
H 1.34961 -1.80801 -0.01945
H 2.79244 -1.73338 -1.11658
H 0.83898 1.59813 -2.91101
H -0.73221 1.72851 -3.02073
C 1.17593 3.70598 4.24300
C -0.00463 2.80981 3.86140
C 0.00395 1.34763 4.46031
O 1.12376 0.50750 4.21481
C 1.48926 0.28720 2.84700
N -1.21559 3.50644 4.16443
H 1.11421 3.90131 5.31358
H 1.27570 4.66501 3.73467
H 2.13293 3.20293 4.10444
H -0.05272 2.92529 2.77859
H -0.87764 0.81789 4.09941
H -0.15015 1.43159 5.53609
H 1.47035 1.13848 2.16651
H 0.90103 -0.56913 2.51720
H 2.55782 0.07401 2.87597
H -0.98502 4.46434 4.38659
H -1.50447 3.31515 5.11315
O 2.66357 -2.71080 -4.59884
H 3.52106 -2.37993 -4.86616
H 2.84085 -3.23170 -3.81561
O 2.75331 -4.17158 0.71814
H 2.21826 -4.72703 1.28508
H 3.30032 -3.66887 1.32172
C -1.92012 5.59796 -3.01228
C -1.02830 4.79551 -3.95415
O 0.26419 4.71319 -3.47205
H -2.97399 5.59084 -3.29051
H -1.62568 6.62684 -2.80539
H -1.93897 5.05045 -2.06996
H -1.14328 5.18461 -4.96582
H -1.50476 3.81735 -4.01948
H 0.26666 4.00869 -2.81991
C -5.41463 3.12859 -0.30193
C -6.78729 3.44688 0.27768
O -7.30894 2.25206 0.80043
H -4.98699 3.92912 -0.90556
H -5.48705 2.37869 -1.08965
H -4.70315 2.76051 0.43727
H -7.48375 3.93124 -0.40675
H -6.75429 4.06794 1.17283
H -6.67849 1.81057 1.37419
C -3.33029 6.31968 0.61221
C -3.41390 5.44382 1.81964
O -2.34535 4.46777 1.79863
H -2.34896 6.79141 0.56149
H -4.14686 7.03869 0.54651
H -3.35802 5.63834 -0.23815
H -4.36502 4.91171 1.83754
H -3.37494 6.05332 2.72246
H -2.31651 3.93436 2.59628
C 4.30379 2.78956 -1.66736
C 4.49542 1.62272 -0.70603
O 5.73410 1.69183 -0.06257
H 5.05947 2.76969 -2.45263
H 4.08326 3.75550 -1.21301
H 3.38640 2.51737 -2.18928
H 4.32282 0.59043 -1.01044
H 3.83722 1.85899 0.13007
H 5.66142 2.44602 0.52693
C -0.22641 -3.20096 3.04092
C 0.98405 -3.40080 3.93010
O 1.77345 -4.51054 3.52551
H -0.76980 -2.31845 3.37854
H -0.96089 -4.00319 3.11219
H 0.03537 -3.13429 1.98492
H 0.79226 -3.64254 4.97551
H 1.60488 -2.51368 3.80488
H 2.62580 -4.12496 3.31007
C -0.90079 -5.55522 -0.28026
C -0.91409 -4.22963 -0.96424
O -1.20387 -4.37573 -2.32818
H -1.75995 -6.17433 -0.53842
H -0.79582 -5.40161 0.79373
H -0.00481 -6.08960 -0.59610
H 0.08272 -3.79013 -1.00031
H -1.57551 -3.52390 -0.46170
H -2.10318 -4.71155 -2.32171
C -3.70742 1.63784 3.56799
C -5.22396 1.97128 3.50558
O -5.58205 1.06333 2.52722
H -3.16074 1.83684 2.64624
H -3.48449 0.63387 3.92919
H -3.35561 2.24837 4.39960
H -5.53761 2.98286 3.24781
H -5.70209 1.67472 4.43915
H -5.15494 0.24447 2.78922
C 4.68880 -5.40592 -3.85023
C 4.45133 -4.91628 -2.36554
O 3.24529 -4.16685 -2.33833
H 5.68210 -5.85386 -3.82181
H 4.59126 -4.60853 -4.58695
H 3.98706 -6.17717 -4.16776
H 5.32598 -4.29601 -2.16976
H 4.38624 -5.72551 -1.63821
H 3.06428 -3.94748 -1.42142
```

=====

Record 3
This record from the Open Molecules 2025 dataset describes a molecular structure, C9H6ClNO5STl. The level of theory is ωB97M-V with the def2-TZVPD basis set.

Values from the calculation:
Net charge   +1
Energy above the lowest of the compared OMol25 structures with the same formula, charge and spin   0.000 eV
E_LUMO (spin up / spin down)   -5.0 / -7.2 eV

The geometry in XYZ format:
```
24
C9H6ClNO5STl (ωB97M-V with the def2-TZVPD basis set)
Tl 1.14959 -3.35386 -1.78816
O 0.63042 0.19065 3.54346
S 0.49311 -1.39555 4.01945
O -1.09532 -1.06441 3.65841
N 1.00880 -2.21888 2.81735
C 0.64730 -1.83183 1.55706
O 1.02602 -2.44763 0.56338
C -0.23344 -0.62712 1.45917
C -0.69618 -0.09383 0.29551
C -1.52534 1.03922 0.31673
C -1.89542 1.65503 1.53714
C -1.46710 1.17545 2.72901
C -0.59614 -0.01502 2.78345
H -0.41618 -0.54798 -0.64554
H -1.89489 1.44777 -0.61407
H -2.53359 2.52823 1.51426
H -1.73961 1.61688 3.67785
Cl -0.16131 1.57312 -4.75034
C 1.29816 1.25469 -3.88327
C 1.50826 -0.41676 -3.86052
O 1.96169 -0.79747 -4.91466
O 1.16124 -0.89108 -2.77937
H 1.21118 1.54579 -2.84387
H 2.15876 1.67457 -4.39244
```

=====

Record 4
This record from the Open Molecules 2025 dataset describes C20H23N3 in the gas phase. The level of theory is ωB97M-V with the def2-TZVPD basis set.

Values from the calculation:
Energy above the lowest of the compared OMol25 structures with the same formula, charge and spin   3.220 eV
E_LUMO   0.9 eV

The geometry in XYZ format:
```
46
C20H23N3 (ωB97M-V with the def2-TZVPD basis set)
C -2.29867 3.15832 3.25133
C -3.27832 2.77660 4.13394
C 3.52350 -2.65919 1.77773
C 4.02123 -1.86776 0.73064
C 2.26811 -2.37874 2.23183
C -3.11699 0.05711 1.75646
C -2.15694 -0.25103 0.79593
C -1.22243 2.03687 1.29149
C 3.32170 -0.74769 0.20416
C 1.49873 -1.36746 1.67104
C -2.10313 2.14032 2.30644
C -3.11001 1.18546 2.53925
C -1.14206 0.76660 0.60239
C 2.03168 -0.40488 0.64970
N -3.86435 1.58882 3.64815
N 0.40561 -0.81977 -4.47965
N 0.01965 0.47079 -0.25684
C 1.29554 0.82743 0.26484
C -0.02966 0.53955 -4.25925
C 0.14351 -1.86611 -3.48314
C 0.32117 0.96124 -2.73781
C 0.50922 -1.32990 -2.06469
C -0.10998 0.00565 -1.73419
H -1.71897 4.09355 3.39677
H -3.59887 3.25016 5.11019
H 4.12610 -3.52934 2.14772
H 4.97124 -2.15126 0.45724
H 1.83226 -2.99943 2.97384
H -3.81316 -0.73898 1.96456
H -2.21478 -1.23956 0.25678
H -0.32529 2.65823 1.20802
H 3.60889 -0.02429 -0.63666
H 0.49817 -1.32871 2.05119
H -4.73281 1.16096 3.99667
H 0.14946 -1.02629 -5.47352
H 1.28647 1.51876 1.10349
H 2.02767 1.37159 -0.42294
H -1.10022 0.47415 -4.45165
H 0.42168 1.27707 -4.99471
H -0.94710 -2.23873 -3.43364
H 0.80383 -2.69248 -3.81177
H 1.36739 1.02878 -2.60266
H -0.14654 1.91928 -2.45796
H 0.18502 -2.05829 -1.27806
H 1.58874 -1.29558 -2.11716
H -1.19629 -0.25181 -1.82553
```

=====

Record 5
This record from the Open Molecules 2025 dataset describes 3 unconnected molecules or ions with the total composition C19H45BrO12P2S. The level of theory is ωB97M-V with the def2-TZVPD basis set.

Values from the calculation:
E_LUMO   0.0 eV

The geometry in XYZ format:
```
80
C19H45BrO12P2S (ωB97M-V with the def2-TZVPD basis set)
C 4.73007 6.45410 6.43024
C 3.65986 5.34627 6.26194
C 3.35650 5.17199 4.75566
O 3.05632 3.83772 4.35197
C 1.92277 3.30372 4.95651
O 0.90818 4.30733 5.20550
S -0.35609 3.68661 6.04233
O -0.62566 2.34629 5.58118
O -1.58088 4.59786 5.43792
C -2.74969 4.50017 6.25447
C -3.92017 5.05423 5.42064
C -3.58010 6.32435 4.63592
Br -3.48433 7.84924 5.85794
H 5.45549 6.47978 5.60818
H 5.31344 6.31964 7.34966
H 4.27302 7.45170 6.47403
H 2.73767 5.62484 6.78656
H 4.06204 4.44058 6.73120
H 2.59747 5.89575 4.42620
H 4.26196 5.45069 4.20298
H 2.19057 2.83618 5.91787
H 1.49954 2.58563 4.25015
H -2.98776 3.46130 6.52272
H -2.68934 5.07832 7.18690
H -4.22879 4.26333 4.72100
H -4.78532 5.27684 6.05650
H -2.65915 6.26207 4.05709
H -4.38822 6.48500 3.91499
O -1.10376 -0.58251 -2.15962
P -0.60861 0.32041 -1.07000
O 1.00292 0.01811 -1.04959
C 1.80869 0.51500 -2.11872
C 1.94066 2.02645 -2.07961
O -1.05739 -0.60342 0.21432
C -2.03103 -1.63844 0.09859
C -1.35747 -2.98371 -0.08376
O -0.45503 1.65357 -0.10702
C -1.15187 1.82400 1.13906
C -0.31514 1.32064 2.29437
H 1.39689 0.18525 -3.07720
H 2.79211 0.05846 -2.00646
H 0.97796 2.50877 -2.27211
H 2.64979 2.37101 -2.83354
H 2.27704 2.35902 -1.09759
H -2.73639 -1.43028 -0.70510
H -2.60680 -1.64284 1.02824
H -0.64061 -2.96584 -0.90538
H -2.09492 -3.76400 -0.28065
H -0.79809 -3.25149 0.81425
H -2.13507 1.35794 1.10697
H -1.31666 2.89652 1.26466
H 0.04360 0.30392 2.14600
H -0.88921 1.35276 3.22126
H 0.57303 1.94393 2.41764
O 0.58435 -5.48037 -3.66383
P -0.09865 -5.95042 -4.91161
O 1.14592 -6.09413 -5.97149
C 2.06605 -7.17140 -5.80292
C 1.43862 -8.51545 -6.12523
O -0.72067 -4.50918 -5.39604
C -0.86503 -3.40514 -4.50008
C 0.30396 -2.45338 -4.63177
O -1.13851 -6.76944 -5.90466
C -2.39302 -6.23728 -6.35604
C -2.22613 -5.53037 -7.68418
H 2.46367 -7.16179 -4.78355
H 2.89612 -6.98250 -6.48407
H 0.65569 -8.76512 -5.40361
H 2.18875 -9.30717 -6.09983
H 0.97430 -8.49795 -7.11124
H -0.99211 -3.74398 -3.47298
H -1.78712 -2.88692 -4.77528
H 1.25938 -2.97038 -4.53163
H 0.24896 -1.67067 -3.87546
H 0.30303 -1.98693 -5.61958
H -2.84422 -5.59679 -5.60064
H -3.06615 -7.08693 -6.49073
H -1.43082 -4.78811 -7.66763
H -3.15690 -5.03604 -7.96812
H -1.96353 -6.24695 -8.46511
```

=====

Record 6
This record from the Open Molecules 2025 dataset describes C5H4O3 in the gas phase. The level of theory is ωB97M-V with the def2-TZVPD basis set.

Values from the calculation:
Energy above the lowest of the compared OMol25 structures with the same formula, charge and spin   1.854 eV
E_LUMO   0.1 eV

The geometry in XYZ format:
```
12
C5H4O3 (ωB97M-V with the def2-TZVPD basis set)
C -0.68038 -0.91450 -1.08791
C 0.01596 -0.35958 -0.13927
C -0.44358 0.78337 0.69915
C 0.75232 1.07611 1.27916
C 1.45484 -0.49846 -0.02287
H -2.47450 -0.27749 -0.56661
H -0.22801 -1.70334 -1.67688
H -1.36571 1.37375 0.60735
H 0.94525 1.93778 2.01405
O -2.04156 -0.69323 -1.31477
O 1.79778 0.43904 0.86204
O 2.26759 -1.16345 -0.65344
```

=====

no.,strongest force on any atom (eV/A)
1,5.646
2,3.081
3,1.235
4,5.183
5,7.260
6,6.488